128
Properties=species:S:1:pos:R:3 method="wB97M-V/def2-TZVPD" multiplicity=1 energy_ha=-5585.494190 relative_energy_kcal_mol=22.7
Cs 0.9914 0.1617 1.0957
C 0.0920 -0.2471 4.1648
C 1.4657 -0.6013 4.1402
C 2.2019 0.6247 4.0200
C 1.2433 1.6700 3.9664
C -0.0536 1.1433 4.0604
C -1.3529 1.9070 4.2160
C -1.9073 1.6946 5.6321
C -2.3914 1.4120 3.2004
C -1.1383 3.4041 3.9974
C 3.7030 0.9352 3.9582
C 3.9436 2.4504 4.0350
C 4.3727 0.4775 2.6489
C 4.4634 0.3342 5.1506
C 1.8683 -2.0673 4.3546
C 3.0655 -2.5405 3.5217
C 2.1579 -2.3275 5.8428
C 0.7108 -3.0028 3.9611
H -0.7280 -0.9391 4.3017
H 1.4729 2.7226 3.8952
H -2.1151 0.6378 5.8099
H -2.8327 2.2602 5.7829
H -1.1758 2.0179 6.3745
H -2.5203 0.3291 3.2751
H -2.0739 1.6480 2.1800
H -3.3649 1.8858 3.3660
H -0.4649 3.8161 4.7514
H -2.0896 3.9408 4.0627
H -0.7031 3.5929 3.0137
H 3.4797 2.9751 3.1980
H 5.0179 2.6496 3.9996
H 3.5483 2.8681 4.9619
H 4.0219 1.0538 1.7857
H 4.1962 -0.5737 2.4326
H 5.4557 0.6301 2.7076
H 3.9881 0.6389 6.0847
H 5.4994 0.6868 5.1585
H 4.4886 -0.7523 5.1306
H 3.9919 -2.0360 3.7800
H 2.8806 -2.3885 2.4528
H 3.2233 -3.6116 3.6778
H 2.9929 -1.7279 6.2004
H 2.3913 -3.3831 6.0185
H 1.2829 -2.0616 6.4381
H 0.3898 -2.8339 2.9286
H -0.1562 -2.8727 4.6076
H 1.0333 -4.0436 4.0493
O -0.9293 0.2615 -0.8820
S -2.3056 -0.0109 -0.3790
C -2.4648 -1.7679 -0.1245
C -3.2996 -2.0453 0.9610
C -3.5538 -3.3451 1.3511
C -2.9245 -4.3750 0.6685
C -2.0494 -4.0870 -0.3623
C -1.7908 -2.7820 -0.8101
P -0.4984 -2.9460 -2.1536
C 0.1239 -1.4439 -3.0023
C 1.2188 -0.7925 -2.4251
C 1.9050 0.1919 -3.1104
C 1.5534 0.5004 -4.4201
C 0.4965 -0.1623 -5.0174
C -0.2267 -1.1154 -4.3088
C -1.6049 -3.6342 -3.4418
C -1.0973 -4.6206 -4.2822
C -1.8731 -5.1413 -5.3099
C -3.1674 -4.6828 -5.5013
C -3.6851 -3.7014 -4.6648
C -2.9085 -3.1801 -3.6422
C -3.4429 0.2859 -1.7453
C -4.6939 -0.3164 -1.6716
C -5.6708 -0.0121 -2.6042
C -5.3918 0.9189 -3.5917
C -4.1474 1.5278 -3.6442
C -3.1312 1.2278 -2.7320
P -1.4348 1.9686 -2.9080
C -1.3107 2.9382 -1.3620
C -0.0263 3.3254 -0.9808
C 0.1781 4.0604 0.1772
C -0.9017 4.3979 0.9830
C -2.1809 4.0008 0.6234
C -2.3857 3.2806 -0.5470
C -1.7648 3.2927 -4.1395
C -1.6518 2.9340 -5.4849
C -1.8378 3.8685 -6.4909
C -2.1149 5.1901 -6.1652
C -2.2094 5.5638 -4.8335
C -2.0392 4.6215 -3.8266
H -3.7365 -1.2163 1.5066
H -4.2042 -3.5474 2.1910
H -3.0840 -5.4049 0.9594
H -1.5304 -4.9094 -0.8437
H 1.5366 -1.0667 -1.4231
H 2.7374 0.6947 -2.6326
H 2.1064 1.2517 -4.9694
H 0.2253 0.0631 -6.0414
H -1.0526 -1.6182 -4.7943
H -0.0869 -4.9826 -4.1304
H -1.4671 -5.9088 -5.9562
H -3.7748 -5.0906 -6.2990
H -4.6947 -3.3388 -4.8119
H -3.3172 -2.4085 -2.9990
H -4.9070 -1.0325 -0.8893
H -6.6391 -0.4919 -2.5505
H -6.1458 1.1853 -4.3210
H -3.9624 2.2592 -4.4178
H 0.8186 3.0420 -1.6001
H 1.1798 4.3605 0.4582
H -0.7439 4.9560 1.8966
H -3.0227 4.2480 1.2578
H -3.3921 2.9865 -0.8235
H -1.4192 1.9058 -5.7413
H -1.7554 3.5700 -7.5284
H -2.2489 5.9258 -6.9477
H -2.4189 6.5936 -4.5732
H -2.1213 4.9269 -2.7914
C 5.1168 -1.2828 -2.6650
As 4.5382 -1.0999 -0.8008
C 6.3161 -1.0947 0.0166
C 4.1175 -2.9905 -0.4948
H 5.8955 -2.0412 -2.7499
H 5.5015 -0.3300 -3.0285
H 4.2645 -1.5674 -3.2813
H 6.9146 -1.9260 -0.3567
H 6.2187 -1.1724 1.0980
H 6.8176 -0.1558 -0.2165
H 4.8914 -3.6334 -0.9154
H 3.1597 -3.2343 -0.9572
H 4.0422 -3.1763 0.5766